C37H29N8O6Ti as an isolated structure in a non-equilibrium geometry, computed with ωB97M-V/def2-TZVPD.

The geometry in ORCA input format:
```
! RIJCOSX wB97M-V def2-TZVPD def2/J DEFGRID3
* xyz -1 1
Ti -0.982 0.268 0.318
O -1.135 -1.354 1.527
C -2.182 -1.420 2.313
C -2.818 -2.656 2.530
C -3.947 -2.757 3.317
C -4.481 -1.643 3.961
C -3.844 -0.428 3.808
C -2.716 -0.286 2.999
C -1.994 0.974 3.017
N -1.087 1.214 2.146
N -0.103 2.167 2.391
C 0.900 1.821 1.634
O 0.907 0.819 0.808
C 2.189 2.563 1.766
C 3.279 2.174 0.995
C 4.475 2.871 1.081
C 4.587 3.956 1.937
C 3.500 4.348 2.709
C 2.302 3.657 2.624
H -2.409 -3.523 2.025
H -4.427 -3.721 3.433
H -5.367 -1.729 4.574
H -4.221 0.447 4.326
H -2.143 1.661 3.852
H 3.161 1.339 0.323
H 5.313 2.572 0.463
H 5.519 4.505 1.998
H 3.581 5.199 3.374
H 1.443 3.949 3.209
C 0.391 -3.158 -0.341
N 1.455 -2.358 0.189
C 2.726 -2.329 -0.484
C 2.921 -1.146 -1.394
N 1.982 -0.524 -2.030
C 2.610 0.522 -2.682
C 2.051 1.542 -3.445
C 2.907 2.493 -3.965
C 4.289 2.434 -3.734
C 4.857 1.431 -2.969
C 3.990 0.483 -2.444
N 4.172 -0.605 -1.608
C -0.543 -2.506 -1.330
N -0.778 -1.237 -1.500
C -1.771 -1.161 -2.471
C -2.401 -0.037 -3.001
C -3.375 -0.253 -3.957
C -3.706 -1.547 -4.385
C -3.082 -2.668 -3.868
C -2.114 -2.445 -2.896
N -1.300 -3.290 -2.159
H -0.230 -3.536 0.483
H 0.823 -4.035 -0.839
H 1.164 -1.460 0.565
H 2.858 -3.248 -1.068
H 3.553 -2.330 0.244
H 0.981 1.581 -3.590
H 2.507 3.307 -4.554
H 4.925 3.202 -4.153
H 5.922 1.406 -2.780
H 5.026 -0.899 -1.171
H -2.162 0.955 -2.640
H -3.910 0.592 -4.369
H -4.480 -1.672 -5.131
H -3.349 -3.664 -4.192
H -1.320 -4.294 -2.147
O -1.245 1.919 -0.499
C -2.311 2.657 -0.744
C -3.596 2.108 -0.755
C -4.724 2.866 -1.169
C -5.966 2.289 -1.230
C -6.230 0.955 -0.900
C -5.148 0.214 -0.459
C -3.867 0.756 -0.363
O -2.875 -0.007 0.076
N -7.089 3.126 -1.684
O -6.851 4.267 -2.055
O -8.156 2.566 -1.907
H -2.135 3.708 -0.962
H -4.603 3.898 -1.463
H -7.221 0.543 -0.976
H -5.270 -0.820 -0.163
*
```

## Properties
**LUMO energy (alpha / beta)**: 2.238 / 2.239 eV
**Relative energy (zero: lowest compared OMol25 entry of this formula, charge and spin)**: 150.0 kJ/mol
**Gap between HOMO and LUMO (alpha / beta)**: 4.42 / 4.44 eV
**E_HOMO (alpha / beta)**: -2.185 / -2.199 eV